*P*
ORCA calculation (the ωB97M-V functional and the def2-TZVPD basis) on C7H15N2 as an isolated structure.

As for the spin multiplicity: 1. Its LUMO energy is -2.836 eV. As for the HOMO-LUMO gap: 11.04 eV. As for the net charge: +1.

```
24
C7H15N2 the ωB97M-V functional and the def2-TZVPD basis
C -0.488 1.748 -1.228
C 0.381 1.845 0.012
C -0.396 -0.365 -0.549
C 1.054 -1.097 -1.758
C -1.340 -1.450 -0.288
C 1.267 -0.248 1.192
C -0.942 0.501 1.691
N -0.931 0.617 -1.437
N 0.091 0.501 0.649
H -0.684 2.493 -1.971
H 1.375 1.713 -0.414
H 0.262 2.676 0.691
H 1.433 -0.194 -2.244
H 0.561 -1.968 -2.218
H 1.638 -1.498 -0.928
H -2.202 -1.263 0.328
H -0.800 -2.319 0.129
H -1.732 -1.805 -1.179
H 2.282 0.047 0.886
H 1.308 -0.294 2.227
H 1.257 -1.274 0.723
H -0.807 -0.454 2.133
H -0.657 1.295 2.395
H -1.929 0.792 1.156
```

Atom charges from the natural (NBO) analysis, given in e for atoms 1 to 2: 0.10 -0.28

*Q*
ORCA calculation (the ωB97M-V functional and the def2-TZVPD basis) on an isolated ion of composition C7H15N2 and charge +1.

As for the spin multiplicity: 1. Its LUMO energy is -3.963 eV. As for the HOMO-LUMO gap: 8.32 eV. As for the net charge: +1.

```
24
C7H15N2 the ωB97M-V functional and the def2-TZVPD basis
C -0.327 -1.548 -0.308
C -2.444 -0.658 0.522
C -1.714 -0.240 -1.846
C 1.920 0.963 -0.645
C 0.465 0.994 1.395
C 1.746 -1.000 0.744
C -1.357 -0.796 -0.497
N 0.759 -1.956 0.214
N 1.211 0.287 0.422
H -2.711 0.437 0.529
H -3.319 -1.042 0.167
H -2.129 -0.784 1.487
H -1.603 -1.021 -2.561
H -1.029 0.391 -2.360
H -2.673 0.117 -1.716
H 2.832 1.433 -0.016
H 2.297 0.248 -1.322
H 1.408 1.796 -1.156
H 1.051 1.868 1.595
H -0.511 1.208 1.112
H 0.502 0.452 2.318
H 2.683 -1.046 0.335
H 1.887 -1.059 1.784
H 0.987 -2.867 -0.068
```

Atom charges from the natural (NBO) analysis, given in e for atoms 1 to 2: 0.47 -0.61

Stability verdict: *P*, ahead by 39.6 kJ/mol

*P*
ORCA calculation (the ωB97M-V functional and the def2-TZVPD basis) on C4H6O2 as an isolated structure.

As for the spin multiplicity: 1. Its LUMO energy is -0.136 eV. As for the HOMO-LUMO gap: 8.08 eV.

```
12
C4H6O2 the ωB97M-V functional and the def2-TZVPD basis
C -1.055 -1.439 -0.019
O -0.720 -0.706 1.213
C -0.042 0.181 0.504
C 0.119 -0.677 -0.688
O 1.578 1.649 -0.639
C 0.832 1.806 0.353
H -2.072 -1.117 -0.257
H -0.990 -2.519 0.056
H 0.150 -0.188 -1.662
H 1.041 -1.264 -0.556
H 1.210 1.780 1.396
H -0.050 2.495 0.298
```

Atom charges from the natural (NBO) analysis, given in e for atoms 1 to 2: -0.08 -0.43

*Q*
ORCA calculation (the ωB97M-V functional and the def2-TZVPD basis) on C4H6O2 in the gas phase.

As for the spin multiplicity: 1. Its LUMO energy is 0.947 eV. As for the HOMO-LUMO gap: 10.72 eV.

```
12
C4H6O2 the ωB97M-V functional and the def2-TZVPD basis
C -0.804 -1.083 0.136
C -0.645 1.189 0.097
C 0.729 0.736 0.389
C 0.652 -0.770 0.364
H -1.313 -1.091 1.080
H -1.198 -1.922 -0.501
H -0.629 2.129 -0.582
H -1.415 1.625 0.831
H 1.517 1.239 0.796
H 1.130 -1.204 1.211
O -1.253 -0.018 -0.467
O 1.542 -0.132 -0.626
```

Atom charges from the natural (NBO) analysis, given in e for atoms 1 to 2: -0.09 -0.14

Stability verdict: *Q*, ahead by 117.7 kJ/mol

*P*
ORCA calculation (the ωB97M-V functional and the def2-TZVPD basis) on a 2-piece molecular cluster, C4H6O2 overall.

As for the spin multiplicity: 1. Its LUMO energy (spin up / spin down) is -1.590 / -1.578 eV. As for the HOMO-LUMO gap (spin up / spin down): 7.86 / 7.87 eV.

```
12
C4H6O2 the ωB97M-V functional and the def2-TZVPD basis
C -1.560 -0.345 -0.509
C -0.636 -0.365 0.678
O -0.455 -1.323 1.396
C 0.062 0.955 1.012
C 2.109 -0.190 -0.553
O -0.209 1.995 0.462
H -1.071 0.126 -1.366
H -1.877 -1.361 -0.750
H -2.438 0.265 -0.269
H 0.785 0.870 1.846
H 2.104 -0.344 -1.653
H 3.185 -0.283 -0.293
```

Atom charges from the natural (NBO) analysis, given in e for atoms 1 to 2: -0.73 0.50

*Q*
ORCA calculation (the ωB97M-V functional and the def2-TZVPD basis) on a 2-piece molecular cluster, C4H6O2 overall.

As for the spin multiplicity: 1. Its LUMO energy is 0.852 eV. As for the HOMO-LUMO gap: 9.79 eV.

```
12
C4H6O2 the ωB97M-V functional and the def2-TZVPD basis
O 2.162 0.772 0.873
C 1.850 0.134 -0.053
C 1.638 -0.728 -1.027
C -1.315 -0.125 0.957
C -1.156 0.737 -0.257
O -0.168 1.351 -0.587
H 0.924 -0.582 -1.823
H 2.359 -1.533 -1.062
H -1.968 -0.979 0.750
H -0.386 -0.450 1.430
H -1.853 0.542 1.645
H -2.086 0.860 -0.844
```

Atom charges from the natural (NBO) analysis, given in e for atoms 1 to 2: -0.48 0.74

Stability verdict: *Q*, ahead by 363.1 kJ/mol